No. 1
C9H22Cl2HfO3P2 as an isolated structure in a non-equilibrium geometry, computed with the ωB97M-V functional and the def2-TZVPD basis.

- Frontier orbital gap: 6.868 eV
- Energy above the lowest of the compared OMol25 structures with the same formula, charge and spin: 0.00 kcal per mole
- Maximum force: 8.38 eV Å⁻¹

```
! wB97M-V def2-TZVPD RIJCOSX def2/J DEFGRID3
* xyz 2 1
Hf 0.069 0.282 0.080
H 1.909 0.875 0.627
H 1.952 0.061 0.750
P 0.858 1.927 -1.732
P -0.674 -2.252 -0.085
C -2.332 -2.457 0.743
H -2.549 -3.533 0.877
H -2.349 -1.962 1.728
H -3.099 -2.011 0.098
C -0.803 -3.444 -1.468
H 0.190 -3.481 -1.940
H -1.111 -4.448 -1.115
H -1.536 -3.039 -2.182
C 0.290 -3.223 1.179
H 0.248 -2.731 2.164
H -0.115 -4.244 1.266
H 1.335 -3.271 0.851
C 0.898 1.596 -3.517
H 1.336 2.452 -4.046
H 1.500 0.705 -3.715
H -0.117 1.425 -3.887
C 0.000 3.524 -1.676
H 0.024 3.933 -0.664
H 0.489 4.233 -2.353
H -1.041 3.406 -1.977
C 2.579 2.465 -1.452
H 3.269 1.635 -1.616
H 2.831 3.277 -2.144
H 2.704 2.818 -0.427
C -1.811 1.476 0.059
O -2.744 1.935 0.583
H 0.651 -0.793 -1.248
Cl -1.722 1.449 4.836
C -0.514 0.273 4.345
Cl -1.170 -1.388 4.359
C -0.020 0.688 2.936
O 0.454 1.798 2.682
O -0.206 -0.257 2.032
H 0.324 0.300 5.049
*
```



No. 2
C43H55FIrN4O6S2Si4 as an isolated structure in a non-equilibrium geometry, computed with the ωB97M-V functional and the def2-TZVPD basis.

- Frontier orbital gap (alpha / beta): 4.931 / 5.337 eV
- Energy above the lowest of the compared OMol25 structures with the same formula, charge and spin: 115.72 kcal per mole
- Maximum force: 3.46 eV Å⁻¹

```
! wB97M-V def2-TZVPD RIJCOSX def2/J DEFGRID3
* xyz 0 2
Ir -0.146 -0.184 -0.008
C 3.453 -4.533 3.352
Si 1.808 -5.206 2.668
C 1.070 -6.498 3.874
C 2.110 -6.115 1.019
C 0.537 -3.781 2.638
C -0.432 -3.700 3.623
C -1.348 -2.656 3.634
C -1.310 -1.742 2.598
N -0.418 -1.813 1.620
C 0.523 -2.768 1.662
S 1.695 -2.671 0.422
H 4.149 -5.344 3.551
H 3.315 -3.982 4.278
H 3.921 -3.862 2.639
H 1.656 -7.410 3.853
H 0.052 -6.765 3.605
H 1.059 -6.152 4.903
H 2.885 -6.863 1.171
H 2.445 -5.438 0.241
H 1.224 -6.630 0.660
H -0.471 -4.459 4.390
H -2.094 -2.579 4.409
H -2.022 -0.932 2.549
C -2.649 -4.103 -2.901
Si -1.841 -3.297 -1.350
C -0.421 -4.545 -1.012
C -3.073 -3.530 0.105
C -1.437 -1.460 -1.683
Si -2.997 -0.322 -1.728
C -2.805 1.183 -2.890
C -3.600 0.128 0.038
C -4.527 -1.223 -2.473
Si -0.267 -1.205 -3.150
C -1.151 -1.258 -4.851
C 1.260 -2.349 -3.271
C 0.563 0.518 -3.041
C 0.857 1.313 -4.147
C 1.535 2.506 -3.978
C 1.871 2.892 -2.689
C 1.530 2.059 -1.637
N 0.924 0.897 -1.822
H -2.936 -5.123 -2.662
H -1.952 -4.147 -3.733
H -3.537 -3.582 -3.231
H -0.403 -4.832 0.035
H 0.556 -4.143 -1.244
H -0.562 -5.444 -1.602
H -2.773 -4.360 0.739
H -4.069 -3.750 -0.266
H -3.143 -2.650 0.732
H -1.765 1.375 -3.125
H -3.178 2.083 -2.412
H -3.348 1.044 -3.823
H -2.763 0.238 0.720
H -4.278 -0.613 0.449
H -4.119 1.080 0.007
H -4.360 -1.493 -3.509
H -5.380 -0.552 -2.447
H -4.801 -2.119 -1.933
H -1.803 -2.122 -4.912
H -0.437 -1.327 -5.667
H -1.765 -0.379 -5.008
H 0.974 -3.385 -3.408
H 1.865 -2.282 -2.373
H 1.882 -2.062 -4.115
H 0.542 0.997 -5.130
H 1.798 3.122 -4.827
H 2.386 3.820 -2.499
H 1.763 2.338 -0.618
C -3.369 6.689 2.451
C -3.001 5.718 3.570
C -2.263 6.463 4.682
C -1.996 5.518 5.844
C -1.297 4.278 5.365
C -0.520 3.537 6.231
C 0.124 2.384 5.796
F 0.856 1.692 6.685
C -0.018 1.933 4.510
C -0.814 2.660 3.622
C -0.987 2.122 2.270
O -0.640 0.958 2.009
C -1.637 3.025 1.376
C -2.207 4.172 1.845
N -2.183 4.587 3.118
C -1.438 3.858 4.030
C -1.799 2.760 -0.113
O -2.498 3.547 -0.747
O -1.206 1.767 -0.615
H -3.910 7.530 2.879
H -4.019 6.235 1.709
H -2.480 7.076 1.960
H -3.932 5.301 3.985
H -2.874 7.306 5.015
H -1.320 6.848 4.291
H -2.947 5.238 6.309
H -1.392 6.013 6.605
H -0.406 3.846 7.259
H 0.497 1.058 4.150
H -2.733 4.767 1.115
O 3.525 1.456 4.459
S 3.022 1.977 3.222
O 2.318 3.233 3.294
N 2.108 0.862 2.430
C 2.604 0.582 1.263
O 2.100 -0.174 0.393
C 3.913 1.235 0.953
C 4.679 1.070 -0.188
C 5.894 1.738 -0.254
C 6.322 2.544 0.793
C 5.527 2.733 1.918
C 4.326 2.066 1.977
H 4.332 0.427 -0.985
H 6.515 1.627 -1.129
H 7.290 3.022 0.738
H 5.834 3.378 2.724
*
```



No. 3
A 16-piece molecular cluster, C34H97FNO15 overall in a non-equilibrium geometry, computed with the ωB97M-V functional and the def2-TZVPD basis.

- Frontier orbital gap: 7.287 eV
- Energy above the lowest of the compared OMol25 structures with the same formula, charge and spin: 0.00 kcal per mole
- Maximum force: 2.24 eV Å⁻¹

```
! wB97M-V def2-TZVPD RIJCOSX def2/J DEFGRID3
* xyz 1 1
F 0.160 -4.315 -7.324
C -0.617 -4.385 -6.203
C -1.798 -3.489 -6.161
N -2.864 -4.139 -5.939
C -2.656 -5.602 -5.972
C -1.147 -5.780 -5.799
H -0.022 -4.021 -5.353
H -1.805 -2.407 -6.234
H -3.771 -3.709 -5.763
H -2.863 -5.863 -7.011
H -3.356 -6.200 -5.404
H -0.833 -6.490 -6.556
H -0.814 -6.035 -4.804
C 1.521 -5.034 -1.569
C 0.785 -3.825 -2.088
O -0.335 -4.212 -2.908
H 1.911 -5.648 -2.381
H 2.358 -4.741 -0.937
H 0.832 -5.651 -0.988
H 1.434 -3.199 -2.698
H 0.421 -3.222 -1.255
H -0.909 -4.745 -2.340
C -0.198 0.608 -2.025
C -0.445 -0.115 -0.714
O 0.692 -0.888 -0.326
H 0.040 -0.106 -2.814
H -1.073 1.187 -2.326
H 0.646 1.295 -1.932
H -1.282 -0.807 -0.814
H -0.695 0.600 0.076
H 1.435 -0.282 -0.228
C -4.491 -1.062 -2.908
C -4.696 -1.436 -4.362
O -5.444 -2.655 -4.505
H -3.978 -1.865 -2.377
H -3.901 -0.150 -2.820
H -5.452 -0.896 -2.417
H -3.732 -1.607 -4.845
H -5.201 -0.630 -4.900
H -6.303 -2.517 -4.092
C -2.534 0.432 -8.822
C -1.798 0.843 -7.564
O -1.361 -0.282 -6.800
H -3.410 -0.170 -8.576
H -2.862 1.304 -9.388
H -1.883 -0.166 -9.465
H -2.448 1.428 -6.913
H -0.930 1.452 -7.815
H -0.737 -0.754 -7.369
C 1.170 1.371 2.897
C 1.866 0.127 3.412
O 1.001 -1.005 3.365
H 0.276 1.580 3.484
H 1.828 2.241 2.940
H 0.848 1.229 1.862
H 2.164 0.249 4.452
H 2.767 -0.078 2.821
H 0.744 -1.134 2.443
C -1.144 5.022 2.913
C -1.224 4.591 1.461
O -1.883 3.328 1.333
H -0.615 4.274 3.501
H -0.627 5.975 3.019
H -2.145 5.127 3.338
H -0.225 4.466 1.043
H -1.751 5.341 0.863
H -2.769 3.430 1.695
C 1.308 8.490 5.000
C 2.065 7.222 5.346
O 1.673 6.123 4.525
H 0.233 8.333 5.102
H 1.602 9.313 5.653
H 1.502 8.787 3.966
H 1.857 6.917 6.370
H 3.144 7.385 5.254
H 1.861 6.361 3.611
C 4.636 -2.527 -3.289
C 5.351 -3.714 -2.670
O 4.567 -4.905 -2.751
H 3.678 -2.365 -2.794
H 5.232 -1.618 -3.201
H 4.443 -2.710 -4.350
H 5.528 -3.540 -1.611
H 6.317 -3.881 -3.157
H 4.399 -5.079 -3.682
C -0.060 9.259 8.766
C -0.764 10.527 8.328
O -1.867 10.258 7.463
H 0.290 8.701 7.895
H 0.793 9.489 9.406
H -0.740 8.606 9.319
H -0.089 11.167 7.762
H -1.110 11.090 9.200
H -2.492 9.708 7.945
C -3.174 -7.311 -1.148
C -1.914 -7.141 -0.322
O -1.561 -5.762 -0.173
H -3.043 -6.865 -2.137
H -3.423 -8.366 -1.272
H -4.017 -6.808 -0.670
H -1.062 -7.618 -0.804
H -2.040 -7.593 0.666
H -2.291 -5.321 0.275
C 4.860 9.870 10.320
C 3.683 10.354 9.494
O 2.803 11.174 10.262
H 4.508 9.310 11.186
H 5.518 9.230 9.732
H 5.446 10.716 10.687
H 3.089 9.511 9.143
H 4.031 10.912 8.618
H 3.314 11.934 10.558
C 3.015 -1.284 -8.573
C 1.828 -0.711 -9.322
O 1.018 0.127 -8.490
H 2.680 -1.858 -7.708
H 3.604 -1.936 -9.218
H 3.666 -0.486 -8.210
H 1.173 -1.508 -9.671
H 2.163 -0.145 -10.195
H 1.569 0.852 -8.178
C 0.960 -2.502 6.261
C 0.118 -3.412 7.134
O -0.185 -2.827 8.397
H 1.891 -2.249 6.772
H 1.198 -2.974 5.308
H 0.434 -1.570 6.047
H 0.650 -4.335 7.356
H -0.813 -3.676 6.618
H -0.670 -2.011 8.237
C -7.107 -3.922 -1.722
C -6.938 -4.626 -0.388
O -5.569 -4.913 -0.103
H -6.690 -4.530 -2.527
H -8.160 -3.734 -1.932
H -6.580 -2.964 -1.719
H -7.449 -5.587 -0.394
H -7.364 -4.021 0.417
H -5.096 -4.075 -0.074
C 5.609 -3.060 1.955
C 4.817 -1.914 1.357
O 3.816 -2.369 0.446
H 6.083 -3.648 1.169
H 6.383 -2.691 2.629
H 4.955 -3.727 2.521
H 5.467 -1.257 0.781
H 4.352 -1.321 2.151
H 3.216 -2.944 0.933
*
```



No. 4
A 10-piece molecular cluster, C33H75ClIN9O12S overall in a non-equilibrium geometry, computed with the ωB97M-V functional and the def2-TZVPD basis.

- Frontier orbital gap: 8.905 eV
- Maximum force: 4.90 eV Å⁻¹

```
! wB97M-V def2-TZVPD RIJCOSX def2/J DEFGRID3
* xyz 0 1
C 6.673 2.063 0.553
C 6.689 3.529 1.293
C 5.196 4.079 1.743
Cl 4.755 3.455 3.471
O 4.102 3.661 0.853
S 2.608 4.415 1.324
O 2.848 5.922 1.062
O 1.455 3.732 0.270
C 0.218 4.524 0.199
C -0.954 4.084 1.257
C -1.370 2.499 1.218
I -1.696 1.665 -0.778
H 6.088 1.305 1.255
H 7.787 1.649 0.435
H 6.170 2.161 -0.520
H 7.348 3.420 2.280
H 7.278 4.307 0.619
H 5.288 5.269 1.751
H 0.362 5.683 0.305
H -0.223 4.356 -0.898
H -0.732 4.354 2.379
H -1.928 4.709 0.964
H -2.412 2.411 1.795
H -0.606 1.868 1.880
C -3.612 -3.382 -4.585
C -3.003 -3.069 -3.247
O -3.280 -3.713 -2.237
N -2.118 -2.035 -3.168
C -1.662 -1.162 -4.224
H -4.296 -4.231 -4.484
H -4.182 -2.523 -4.949
H -2.831 -3.653 -5.300
H -1.754 -1.890 -2.234
H -0.575 -1.256 -4.295
H -1.915 -0.136 -3.947
H -2.113 -1.403 -5.187
C -3.408 1.986 -7.032
C -4.218 0.920 -6.348
O -3.792 -0.222 -6.191
N -5.462 1.247 -5.895
C -6.141 2.517 -5.978
H -2.442 1.571 -7.335
H -3.928 2.338 -7.927
H -3.226 2.817 -6.345
H -5.941 0.474 -5.448
H -6.376 2.843 -4.962
H -7.073 2.367 -6.530
H -5.541 3.280 -6.476
C 7.219 -2.564 -0.588
C 8.259 -1.549 -0.205
O 8.090 -0.761 0.724
N 9.420 -1.514 -0.919
C 9.813 -2.342 -2.034
H 6.354 -2.466 0.073
H 6.889 -2.393 -1.616
H 7.623 -3.574 -0.480
H 10.067 -0.803 -0.597
H 10.736 -2.860 -1.762
H 10.008 -1.689 -2.888
H 9.048 -3.073 -2.300
C -4.067 -3.411 0.614
C -4.767 -2.447 1.531
O -5.403 -1.485 1.104
N -4.684 -2.660 2.875
C -3.995 -3.718 3.575
H -4.226 -3.106 -0.424
H -2.992 -3.406 0.814
H -4.475 -4.417 0.745
H -5.182 -1.967 3.422
H -4.730 -4.263 4.173
H -3.260 -3.261 4.242
H -3.493 -4.409 2.896
C 11.209 -1.240 5.409
C 11.126 -1.744 3.995
O 12.119 -2.128 3.380
N 9.904 -1.771 3.391
C 8.627 -1.370 3.931
H 12.247 -1.280 5.749
H 10.870 -0.201 5.457
H 10.605 -1.869 6.068
H 9.934 -2.124 2.441
H 7.959 -2.234 3.899
H 8.222 -0.581 3.293
H 8.704 -1.006 4.957
C -8.745 4.172 -2.307
C -8.322 4.893 -3.557
O -7.784 4.309 -4.496
N -8.550 6.235 -3.636
C -9.161 7.100 -2.656
H -8.496 3.111 -2.397
H -8.214 4.579 -1.442
H -9.826 4.263 -2.169
H -8.236 6.643 -4.509
H -10.038 7.564 -3.115
H -8.440 7.878 -2.394
H -9.462 6.563 -1.756
C -0.989 -7.810 3.544
C -1.724 -6.844 2.657
O -2.661 -6.164 3.068
N -1.325 -6.731 1.358
C -0.258 -7.431 0.683
H -1.425 -7.785 4.547
H -1.084 -8.826 3.152
H 0.064 -7.526 3.618
H -1.870 -6.060 0.828
H 0.447 -6.687 0.303
H -0.691 -7.977 -0.159
H 0.264 -8.127 1.340
C 7.195 0.117 8.374
C 8.507 -0.408 7.861
O 8.607 -0.960 6.767
N 9.612 -0.260 8.647
C 9.710 0.351 9.951
H 6.413 -0.077 7.634
H 6.925 -0.392 9.303
H 7.259 1.196 8.533
H 10.454 -0.640 8.230
H 10.424 1.176 9.885
H 10.092 -0.398 10.648
H 8.750 0.727 10.308
C -12.845 1.494 -4.704
C -11.806 2.509 -4.320
O -11.975 3.297 -3.392
N -10.645 2.545 -5.034
C -10.252 1.716 -6.149
H -13.711 1.592 -4.042
H -13.176 1.665 -5.732
H -12.442 0.484 -4.596
H -9.998 3.256 -4.713
H -9.329 1.198 -5.878
H -10.057 2.369 -7.004
H -11.017 0.985 -6.415
*
```



Number 1: total energy -2232.3082 Eh. Number 2: total energy -4500.6058 Eh. Number 3: total energy -2636.4438 Eh. Number 4: total energy -3854.1032 Eh.